[1]
46
Properties=species:S:1:pos:R:3 method="wB97M-V/def2-TZVPD" total_charge=+1 e_homo_ev=-10.1438 gap_ev=5.234 multiplicity=1
C -5.208 1.547 2.173
C -4.818 0.201 2.171
C -3.465 -0.140 2.170
C -2.460 0.868 2.171
C -1.045 0.550 2.169
O -0.220 1.642 2.175
C 1.161 1.498 2.180
C 1.733 0.205 2.168
C 3.150 0.109 2.164
C 3.925 1.254 2.168
C 3.321 2.523 2.176
C 1.935 2.658 2.181
C 0.865 -0.898 2.142
C -0.510 -0.729 2.158
C -2.875 2.218 2.173
C -4.226 2.549 2.173
H -6.264 1.815 2.174
H -5.574 -0.585 2.172
H -3.157 -1.187 2.170
H 3.579 -0.896 2.158
H 5.011 1.164 2.167
H 3.948 3.413 2.178
H 1.453 3.635 2.187
H 1.286 -1.902 2.123
H -1.196 -1.576 2.151
H -2.127 3.011 2.174
H -4.508 3.601 2.174
C -0.746 1.469 -3.682
O -0.081 0.536 -4.556
C 0.484 -0.558 -3.978
C 0.435 -0.792 -2.578
C 1.043 -1.940 -2.082
C 1.687 -2.841 -2.970
C 1.749 -2.627 -4.345
C 1.142 -1.477 -4.854
N 2.174 -3.854 -2.149
C 1.833 -3.566 -0.846
N 1.159 -2.422 -0.786
H -1.119 2.250 -4.342
H -1.578 0.984 -3.155
H -0.043 1.888 -2.951
H -0.054 -0.120 -1.867
H 2.259 -3.344 -4.994
H 1.148 -1.243 -5.919
H 2.695 -4.667 -2.460
H 2.101 -4.222 -0.022

[2]
122
Properties=species:S:1:pos:R:3 method="wB97M-V/def2-TZVPD" total_charge=+1 e_homo_ev="-10.8239 / -10.8230" gap_ev="6.307 / 6.237" multiplicity=3
Be 2.576 -0.671 0.829
C -3.451 1.003 -4.272
C -3.054 1.517 -2.894
C -4.076 1.958 -1.857
O -3.483 2.097 -0.610
C -4.210 2.777 0.402
N -2.141 0.463 -2.253
H -1.139 0.556 -2.460
H -2.336 0.435 -1.255
H -2.277 -0.508 -2.521
H -3.907 1.754 -4.918
H -4.033 0.083 -4.263
H -2.576 0.870 -4.913
H -2.335 2.336 -2.936
H -4.912 1.253 -1.895
H -4.438 2.950 -2.136
H -4.958 2.119 0.852
H -4.684 3.696 0.058
H -3.688 3.000 1.332
C 2.403 3.581 -2.180
C 3.598 2.955 -2.993
C 4.937 2.924 -2.193
O 5.852 2.245 -3.041
C 7.154 2.163 -2.499
N 3.026 1.648 -3.499
H 2.669 1.079 -2.725
H 2.197 1.776 -4.070
H 3.659 1.047 -4.025
H 2.222 2.932 -1.322
H 1.475 3.529 -2.753
H 2.516 4.636 -1.938
H 3.700 3.538 -3.908
H 4.769 2.350 -1.276
H 5.296 3.907 -1.885
H 7.248 1.243 -1.919
H 7.454 3.058 -1.952
H 7.888 1.980 -3.284
Y 0.929 -3.358 -0.641
P 2.732 -3.576 1.297
O 1.513 -2.599 1.440
O 3.125 -2.861 -0.025
O 2.021 -4.795 0.653
O 3.713 -3.640 2.430
P 1.287 -0.750 -1.930
O 1.416 -2.212 -2.429
O 0.601 0.268 -2.826
O 2.630 -0.110 -1.431
O 0.526 -1.144 -0.609
C 0.067 0.773 3.037
C -0.029 2.193 2.389
C -1.141 2.907 3.180
C -0.706 3.664 4.401
C 0.508 4.549 4.089
C 1.712 3.741 3.519
N 1.261 2.890 2.406
O 2.295 2.177 1.838
C 2.710 4.788 2.982
C 2.389 3.038 4.669
C -0.678 1.972 0.976
H -0.896 0.379 3.357
H 0.722 0.802 3.908
H 0.508 0.075 2.323
H -1.697 3.541 2.485
H -1.918 2.291 3.637
H -0.560 2.959 5.221
H -1.539 4.276 4.750
H 0.799 4.980 5.049
H 0.211 5.428 3.517
H 2.363 5.237 2.051
H 2.975 5.596 3.665
H 3.720 4.437 2.761
H 1.637 2.358 5.077
H 3.219 2.395 4.377
H 2.698 3.679 5.492
H -0.785 2.953 0.507
H -1.689 1.574 1.054
H -0.224 1.335 0.214
C -3.167 -5.874 3.239
C -3.515 -5.169 1.930
C -5.016 -4.774 1.960
C -5.227 -3.564 2.826
C -4.482 -2.406 2.161
C -2.926 -2.672 2.097
N -2.687 -4.009 1.477
O -1.373 -4.319 1.441
C -2.371 -1.562 1.128
C -2.368 -2.283 3.475
C -3.490 -6.299 0.906
H -3.176 -5.105 4.013
H -2.178 -6.326 3.326
H -3.814 -6.717 3.476
H -5.415 -4.486 0.986
H -5.705 -5.555 2.285
H -4.899 -3.604 3.865
H -6.280 -3.280 2.789
H -4.721 -1.540 2.781
H -4.837 -2.231 1.144
H -2.758 -0.602 1.474
H -1.297 -1.424 1.271
H -2.578 -1.754 0.075
H -2.902 -2.861 4.231
H -1.324 -2.591 3.548
H -2.388 -1.246 3.805
H -4.107 -7.140 1.217
H -2.476 -6.694 0.821
H -3.710 -6.029 -0.128
Cl 1.776 -0.354 -6.724
C 0.937 -1.679 -5.916
C -0.526 -1.344 -5.575
Cl -1.510 -1.178 -7.056
H 1.469 -1.862 -4.983
H 0.887 -2.564 -6.548
H -0.526 -0.451 -4.951
H -0.972 -2.162 -5.011
Cl 7.360 -1.387 -2.947
C 5.719 -1.389 -2.230
C 4.763 -1.910 -3.243
Cl 4.568 -0.964 -4.734
H 5.450 -0.378 -1.917
H 5.677 -1.845 -1.240
H 3.794 -1.949 -2.748
H 4.956 -2.956 -3.478